[1]
Density functional theory data (ωB97M-V/def2-TZVPD) for a 2-piece molecular cluster, CHClF2O2S overall in a non-equilibrium geometry.

Atoms and positions in Å:
F: 0.5710 1.9124 -1.3335
Cl: -1.2889 0.3393 -0.5840
H: 0.1557 0.6068 -2.7954
C: 0.1483 0.6369 -1.5641
O: -1.1482 -1.8771 2.1111
F: 1.1837 -0.1253 -1.2038
S: 0.1201 -1.2601 2.2009
O: 0.2583 -0.2331 3.1688

## Properties
<S²> = 2.01
spin multiplicity = 3
calculated total energy = -1247.1353 Ha
relative energy (zero: lowest compared OMol25 entry of this formula, charge and spin) = 0.0224 eV
orbital gap (alpha / beta) = 0.3323 / 0.2884 Ha
largest force on an atom = 5.10 eV/A
HOMO level (alpha / beta) = -8.255 / -12.271 eV

---

[2]
Density functional theory data (ωB97M-V/def2-TZVPD) for a 2-piece molecular cluster, CHClFNO2 overall in a non-equilibrium geometry.

Atoms and positions in Å:
H: -0.3734 1.1227 1.4601
N: 1.1452 -1.4324 -0.2881
O: -0.0346 -1.3068 -0.2910
F: 0.3503 1.6186 -0.3789
C: -0.6947 1.2854 0.4142
O: 1.7549 -2.3625 -0.6333
Cl: -2.1478 1.0751 -0.2829

## Properties
spin multiplicity = 1
calculated total energy = -803.7925 Ha
relative energy (zero: lowest compared OMol25 entry of this formula, charge and spin) = 2.5098 eV
orbital gap (alpha / beta) = 0.4157 / 0.2120 Ha
largest force on an atom = 2.83 eV/A
HOMO level (alpha / beta) = -11.012 / -7.932 eV

---

[3]
Density functional theory data (ωB97M-V/def2-TZVPD) for a 2-piece molecular cluster, CHClFNO2 overall in a non-equilibrium geometry.

Atoms and positions in Å:
Cl: -2.1511 -0.6976 1.2521
H: -0.8432 0.9747 0.5672
N: 2.0793 0.4773 -0.5611
O: 2.9910 -0.0851 -0.3471
O: 0.3021 -0.6134 0.0438
C: -0.8421 0.0302 0.0715
F: -1.5360 -0.0861 -1.0264

## Properties
spin multiplicity = 1
calculated total energy = -803.8488 Ha
relative energy (zero: lowest compared OMol25 entry of this formula, charge and spin) = 0.9793 eV
orbital gap (alpha / beta) = 0.3042 / 0.2591 Ha
largest force on an atom = 2.78 eV/A
HOMO level (alpha / beta) = -10.332 / -9.610 eV

---

[4]
Density functional theory data (ωB97M-V/def2-TZVPD) for an isolated ion of composition CHClN4OP and charge -1 in a non-equilibrium geometry.

Atoms and positions in Å:
N: -0.6419 1.7436 -0.3758
N: -2.0342 0.0919 -0.2662
N: -1.8448 1.3455 -0.4439
Cl: 2.1629 -1.3749 -0.9968
C: 0.1593 0.4065 -0.0918
H: -0.7574 -1.4627 0.1047
P: 1.9487 0.2088 0.4052
N: -0.8185 -0.4650 -0.0412
O: 1.8259 -0.4938 1.7057

## Properties
spin multiplicity = 1
calculated total energy = -1134.5839 Ha
relative energy (zero: lowest compared OMol25 entry of this formula, charge and spin) = 0.6716 eV
SMILES = [O-]P(Cl)c1nnn[nH]1
net charge = -1
orbital gap = 0.3006 Ha
largest force on an atom = 5.61 eV/A
HOMO level = -4.391 eV

---

[5]
Density functional theory data (ωB97M-V/def2-TZVPD) for an isolated ion of composition CHClNO2S and charge +1 in a non-equilibrium geometry.

Atoms and positions in Å:
O: 0.1120 0.3708 -2.2159
Cl: -1.3444 0.6213 0.2298
H: 0.5598 0.8903 1.9530
S: -0.7931 -0.3472 -1.3926
C: 0.1486 0.3678 1.1133
O: 0.4215 -1.3295 -0.3506
N: 0.8957 -0.5735 0.6630

## Properties
spin multiplicity = 1
calculated total energy = -1101.8345 Ha
relative energy (zero: lowest compared OMol25 entry of this formula, charge and spin) = 3.6305 eV
net charge = +1
orbital gap = 0.3781 Ha
largest force on an atom = 5.42 eV/A
HOMO level = -16.762 eV

---

[6]
Density functional theory data (ωB97M-V/def2-TZVPD) for a 2-piece molecular cluster, CHClO2S overall in a non-equilibrium geometry.

Atoms and positions in Å:
Cl: -0.4945 -0.4566 -1.0955
S: 1.4329 -0.9486 -0.8763
O: 1.7090 -1.5606 0.6155
H: 1.9075 -0.8686 1.2329
C: -1.8152 2.1980 -0.0990
O: -2.7397 1.6363 0.2224

## Properties
spin multiplicity = 1
calculated total energy = -1047.5295 Ha
relative energy (zero: lowest compared OMol25 entry of this formula, charge and spin) = 0.1057 eV
orbital gap = 0.3504 Ha
largest force on an atom = 1.23 eV/A
HOMO level = -9.159 eV

---

[7]
Density functional theory data (ωB97M-V/def2-TZVPD) for CHErF4O as an isolated structure in a non-equilibrium geometry.

Atoms and positions in Å:
Er: -0.5636 1.7407 -1.7442
F: 0.2879 -1.3892 -0.7652
F: 0.2889 -0.5623 1.3023
F: -2.3390 0.8601 -1.2566
F: 2.0621 -1.2762 0.4032
H: 1.9006 1.0669 -0.1440
C: 0.9165 -0.6756 0.1524
O: 1.1006 0.6104 -0.4517

## Properties
<S²> = 3.75
spin multiplicity = 4
calculated total energy = -1527.7632 Ha
net charge = +2
orbital gap (alpha / beta) = 0.3949 / 0.3754 Ha
largest force on an atom = 4.23 eV/A
HOMO level (alpha / beta) = -23.024 / -23.025 eV

---

[8]
Density functional theory data (ωB97M-V/def2-TZVPD) for a 2-piece molecular cluster, CHF2NO overall in a non-equilibrium geometry.

Atoms and positions in Å:
F: 0.6792 -1.2742 -0.1270
H: -2.2531 0.2046 -0.0143
C: 0.9730 -0.0473 0.0413
F: -1.8929 -0.6599 0.0337
O: 1.2968 0.9104 -0.7736
N: 1.1971 0.8664 0.8398

## Properties
spin multiplicity = 1
calculated total energy = -368.2917 Ha
relative energy (zero: lowest compared OMol25 entry of this formula, charge and spin) = 1.9690 eV
SMILES = FC1=NO1.F
orbital gap = 0.3978 Ha
largest force on an atom = 2.27 eV/A
HOMO level = -10.261 eV

---

[9]
Density functional theory data (ωB97M-V/def2-TZVPD) for a 2-piece molecular cluster, CHF2NO3 overall in a non-equilibrium geometry.

Atoms and positions in Å:
F: 0.6001 -0.0756 -3.2082
N: -0.1066 0.2261 1.4290
F: -0.6746 -0.4146 -1.4888
O: 0.7621 0.9619 1.7260
C: 0.6166 -0.1731 -1.9121
H: -1.6681 -0.5520 2.1559
O: 1.4724 -0.0103 -1.1515
O: -1.0020 0.0376 2.4497

## Properties
spin multiplicity = 1
calculated total energy = -518.8260 Ha
relative energy (zero: lowest compared OMol25 entry of this formula, charge and spin) = 0.2733 eV
SMILES = O=C(F)F.O=NO
orbital gap = 0.4008 Ha
largest force on an atom = 3.02 eV/A
HOMO level = -10.436 eV

---

[10]
Density functional theory data (ωB97M-V/def2-TZVPD) for a 2-piece molecular cluster, CHF2O2S overall in a non-equilibrium geometry.

Atoms and positions in Å:
H: 1.6225 -2.4526 -0.3226
O: 4.7726 0.0474 0.4599
S: 3.5325 0.4603 -0.1717
F: 0.5125 -0.7934 0.1618
F: 0.4130 -2.9710 1.0895
O: 3.7140 1.5636 -1.1693
C: 0.5495 -2.2037 -0.1216

## Properties
spin multiplicity = 1
calculated total energy = -787.0461 Ha
relative energy (zero: lowest compared OMol25 entry of this formula, charge and spin) = 2.2520 eV
net charge = -1
orbital gap (alpha / beta) = 0.2313 / 0.1294 Ha
largest force on an atom = 2.55 eV/A
HOMO level (alpha / beta) = -3.302 / -1.636 eV

---

[11]
Density functional theory data (ωB97M-V/def2-TZVPD) for CHF3HgO as an isolated structure in a non-equilibrium geometry.

Atoms and positions in Å:
H: 1.7991 -0.9891 -0.5503
F: 0.6426 -2.4292 0.8852
C: 1.1285 -2.3310 -0.3502
F: 1.9819 -3.3346 -0.5274
F: 0.1157 -2.5094 -1.1938
O: 2.3573 0.2927 -0.8022
Hg: 3.5096 1.6778 -0.6320

## Properties
<S²> = 0.80
spin multiplicity = 2
calculated total energy = -566.4261 Ha
relative energy (zero: lowest compared OMol25 entry of this formula, charge and spin) = 1.4380 eV
net charge = +1
orbital gap (alpha / beta) = 0.2846 / 0.2455 Ha
largest force on an atom = 6.18 eV/A
HOMO level (alpha / beta) = -16.224 / -15.943 eV

---

[12]
Density functional theory data (ωB97M-V/def2-TZVPD) for CHF3MgNO3S2Tl as an isolated structure in a non-equilibrium geometry.

Atoms and positions in Å:
S: 0.5753 -0.1312 2.2940
O: -0.9823 -3.6328 -0.0059
F: -0.6480 0.6608 -2.1942
Mg: 1.9144 1.8703 2.1453
O: 0.7522 2.5910 0.7460
H: -1.9303 -3.7896 0.0826
N: 0.2581 0.0727 0.5395
O: -0.5535 -3.2034 1.4131
C: 0.0600 1.6014 -1.5878
F: 1.3433 1.4072 -1.8128
F: -0.2982 2.7855 -2.0564
Tl: -0.1811 -1.7979 0.1898
S: -0.3098 1.5662 0.2468

## Properties
spin multiplicity = 1
calculated total energy = -1786.8270 Ha
relative energy (zero: lowest compared OMol25 entry of this formula, charge and spin) = 0.8729 eV
net charge = +2
orbital gap = 0.2618 Ha
largest force on an atom = 4.83 eV/A
HOMO level = -17.099 eV